{
  "formula": "C20H24N6O",
  "method": "wB97M-V/def2-TZVPD",
  "fmax_ev_per_a": 0.96,
  "homo_energy_ev": -8.0,
  "smiles": "Cn1cc(CN2CCCC[C@@H]2C(=O)Nc2ccc(-n3cccn3)cc2)cn1",
  "elements": ["C", "N", "C", "C", "C", "N", "H", "C", "N", "C", "C", "C", "C", "H", "H", "C", "C", "O", "N", "C", "C", "C", "C", "C", "C", "H", "H", "N", "C", "C", "C", "N", "H", "H", "H", "H", "H", "H", "H", "H", "H", "H", "H", "H", "H", "H", "H", "H", "H", "H", "H"],
  "coordinates": [[1.053252, 2.326325, -2.600960], [0.410528, 1.045569, -2.549630], [0.928868, -0.120382, -2.118276], [-0.057539, -1.078405, -2.247102], [-1.151455, -0.366150, -2.767264], [-0.849372, 0.906292, -2.941134], [-2.127437, -0.732138, -3.016840], [-0.008370, -2.524279, -1.863169], [-0.885866, -2.774385, -0.720344], [-2.056874, -3.600636, -0.972504], [-1.864682, -5.037048, -0.485800], [-1.697154, -5.049757, 1.039121], [-1.117565, -3.718134, 1.531776], [-0.576666, -3.861188, 2.467656], [-1.916523, -2.997259, 1.714477], [-0.162351, -3.133028, 0.488905], [0.514367, -1.891799, 1.082269], [1.538918, -1.957845, 1.726516], [-0.195231, -0.765286, 0.822595], [0.151274, 0.562815, 1.046038], [-0.638372, 1.556544, 0.465571], [-0.318944, 2.886662, 0.628069], [0.795575, 3.252871, 1.380547], [1.580068, 2.264884, 1.966773], [1.259359, 0.931393, 1.805232], [1.872892, 0.166466, 2.250655], [2.454983, 2.527908, 2.540178], [1.106090, 4.610021, 1.507747], [1.901593, 5.210435, 2.426347], [1.894040, 6.553780, 2.146201], [1.057578, 6.674494, 1.025131], [0.590841, 5.501657, 0.656804], [0.785938, 7.559198, 0.484459], [2.409231, 7.334444, 2.666769], [2.388480, 4.665942, 3.208704], [-0.913035, 3.661994, 0.172081], [-1.497696, 1.279358, -0.127175], [-0.985358, -0.925571, 0.201477], [0.638220, -3.870378, 0.301666], [-2.661169, -5.217294, 1.521588], [-1.037489, -5.869730, 1.326385], [-0.974974, -5.449841, -0.966504], [-2.716136, -5.649497, -0.783717], [-2.917824, -3.157758, -0.456948], [-2.275063, -3.584083, -2.041845], [-0.312834, -3.138570, -2.718628], [1.025757, -2.787976, -1.613795], [1.934980, -0.194766, -1.757467], [1.310083, 2.668943, -1.596718], [1.959458, 2.276876, -3.206845], [0.353609, 3.028311, -3.049070]],
  "atomic_forces_ev_per_a": [[0.3, 0.5, 0.0], [0.0, -0.5, 0.1], [-0.2, -0.3, -0.1], [0.4, 0.1, -0.2], [0.3, -0.1, 0.1], [-0.6, 0.6, -0.3], [-0.3, 0.0, -0.1], [0.0, 0.3, -0.1], [0.0, -0.4, 0.1], [-0.3, -0.3, 0.0], [-0.1, 0.1, 0.0], [0.0, 0.1, 0.0], [0.1, -0.1, -0.1], [0.0, 0.1, 0.0], [0.0, 0.0, 0.0], [0.1, 0.0, 0.3], [-0.3, -0.1, -0.3], [0.3, -0.1, 0.2], [-0.4, 0.0, 0.0], [0.2, 0.3, 0.2], [0.2, -0.1, 0.1], [0.1, 0.1, 0.2], [-0.3, -0.9, -0.2], [-0.2, 0.4, -0.2], [0.0, -0.2, 0.0], [0.0, 0.0, 0.0], [0.1, 0.0, 0.0], [0.4, 0.7, 0.4], [0.0, 0.2, 0.0], [0.1, -0.1, 0.1], [0.1, -0.1, 0.2], [-0.4, 0.0, -0.6], [-0.1, 0.1, -0.1], [0.1, 0.1, 0.1], [0.1, -0.1, 0.1], [-0.1, 0.0, 0.0], [-0.1, 0.0, -0.1], [0.2, 0.0, 0.0], [0.0, 0.2, 0.0], [0.0, -0.1, 0.0], [0.0, 0.0, 0.1], [0.0, 0.0, -0.1], [0.0, -0.1, -0.1], [-0.1, -0.1, -0.1], [0.0, 0.1, 0.1], [0.1, 0.0, 0.1], [-0.1, -0.1, 0.0], [0.2, 0.0, 0.1], [0.0, 0.0, 0.0], [-0.1, 0.0, 0.0], [0.0, 0.0, 0.0]],
  "mulliken_charge": [-0.864, 0.909, -1.072, 0.714, -0.579, -0.975, 0.498, -1.146, 0.214, -1.059, -0.711, -0.629, -1.074, 0.386, 0.349, 0.352, -0.002, -0.698, 0.005, 0.376, -0.616, -0.350, 1.048, -0.607, -1.021, 0.542, 0.275, 0.619, -0.067, -0.864, -0.262, -1.007, 0.436, 0.398, 0.355, 0.452, 0.385, 0.175, 0.347, 0.345, 0.322, 0.259, 0.449, 0.369, 0.522, 0.593, 0.483, 0.468, 0.320, 0.360, 0.275]
}